Record 1
{"formula": "C3CuF9O17S5", "method": "ωB97M-V/def2-TZVPD", "e_lumo_ev": [10.11, 10.11], "relative_energy_kcal_mol": 0.0, "homo_energy_ev": [7.27, 7.35], "max_force_ev_per_a": 5.87, "charge": -5, "multiplicity": 2, "symbols": ["Cu", "C", "F", "F", "F", "S", "O", "O", "O", "C", "F", "F", "F", "S", "O", "O", "O", "C", "F", "F", "F", "S", "O", "O", "O", "S", "O", "O", "O", "O", "S", "O", "O", "O", "O"], "positions_angstrom": [[0.46891, -0.12910, 0.40884], [-3.58643, -2.50975, 1.85476], [-4.47068, -1.68491, 1.15540], [-3.39610, -2.00583, 3.09904], [-4.21918, -3.61163, 2.00707], [-2.01703, -2.66227, 0.77308], [-2.54168, -2.99299, -0.62087], [-1.28576, -1.39299, 0.67722], [-1.16724, -3.73917, 1.36834], [0.60630, -0.60752, -4.43172], [0.66245, -2.00532, -4.64256], [1.83253, -0.08487, -4.28253], [-0.05942, -0.15254, -5.55360], [-0.52944, -0.25882, -2.90003], [-0.96352, 1.13857, -3.06398], [-1.62221, -1.26273, -2.98274], [0.32702, -0.44228, -1.70639], [1.85438, 4.39452, -0.72606], [2.87553, 3.77764, -1.39073], [2.47147, 4.91618, 0.32949], [1.25353, 5.45171, -1.34099], [0.48562, 3.09064, -0.52103], [-0.32829, 3.36255, -1.68872], [1.21077, 1.80123, -0.44042], [-0.11790, 3.41352, 0.79615], [-0.11960, 0.34413, 3.39460], [1.18431, 0.70183, 3.91957], [-0.25683, -1.13833, 3.27195], [-1.27969, 0.96471, 3.96433], [-0.17970, 0.88542, 2.02284], [2.64899, -1.56968, 1.42037], [2.54780, -0.11346, 1.23273], [1.34338, -2.05250, 0.95484], [3.79221, -2.13565, 0.80747], [2.57540, -1.69021, 2.83423]]}

---

Record 2
{"formula": "C3F2NO2", "method": "ωB97M-V/def2-TZVPD", "e_lumo_ev": 4.01, "relative_energy_kcal_mol": 36.3, "homo_energy_ev": -4.01, "max_force_ev_per_a": 2.85, "charge": -1, "multiplicity": 1, "symbols": ["O", "C", "O", "N", "C", "C", "F", "F"], "positions_angstrom": [[-0.78989, 1.29776, 1.30292], [0.28181, 0.74383, 1.56758], [1.35098, 1.04914, 2.02425], [0.05937, -0.72517, 1.05674], [-0.04347, -0.82972, -0.13569], [-0.22278, -0.45938, -1.41814], [0.76651, -0.53146, -2.41334], [-1.40253, -0.54500, -1.98430]]}

---

Record 3
{"formula": "C3F3O3", "method": "ωB97M-V/def2-TZVPD", "e_lumo_ev": 4.23, "relative_energy_kcal_mol": 24.5, "homo_energy_ev": -3.69, "max_force_ev_per_a": 2.11, "charge": -1, "multiplicity": 1, "symbols": ["C", "C", "C", "O", "O", "O", "F", "F", "F"], "positions_angstrom": [[1.58100, -0.30840, -0.06598], [-0.57279, 0.66342, 0.92728], [-1.54148, 0.02605, 0.00193], [0.83970, -0.04494, 0.94853], [1.59776, -0.14535, -1.24673], [-0.97703, 1.17216, -0.38744], [2.64904, -0.94568, 0.51698], [-2.88658, -0.03914, 0.16063], [-1.15798, -1.02382, -0.72288]]}

---

Record 4
{"formula": "C3F5I", "method": "ωB97M-V/def2-TZVPD", "e_lumo_ev": [-3.24, -1.99], "relative_energy_kcal_mol": 61.9, "homo_energy_ev": [-9.71, -10.32], "max_force_ev_per_a": 2.31, "multiplicity": 1, "symbols": ["C", "C", "C", "F", "F", "F", "F", "F", "I"], "positions_angstrom": [[0.86764, 0.13678, -0.38879], [-0.57475, 0.53374, 0.14662], [0.05737, -0.74194, 0.40174], [1.84865, 0.86712, 0.15487], [1.05658, 0.08634, -1.69708], [-0.44722, 1.59220, 0.91030], [-1.54830, 0.74393, -0.74145], [-0.64194, -1.70932, -0.11349], [-0.20729, -1.55017, 3.89478]]}

---

Record 5
{"formula": "C3F8NO13S4V", "method": "ωB97M-V/def2-TZVPD", "e_lumo_ev": [6.72, 6.71], "homo_energy_ev": [2.32, 2.05], "max_force_ev_per_a": 12.21, "charge": -3, "multiplicity": 4, "symbols": ["V", "N", "S", "O", "O", "F", "S", "O", "O", "F", "C", "F", "F", "F", "S", "O", "O", "O", "C", "F", "F", "F", "S", "O", "O", "O", "C", "O", "O", "O"], "positions_angstrom": [[-21.64426, -29.00544, -25.18416], [-20.47059, -27.57284, -24.27040], [-18.97899, -27.51711, -23.73015], [-18.50766, -26.69070, -22.62803], [-18.03925, -27.87048, -24.80692], [-19.11727, -28.95089, -22.96809], [-20.43086, -25.84328, -24.30389], [-19.43098, -25.17606, -25.14969], [-21.07062, -25.17444, -23.15551], [-21.64718, -25.71817, -25.37143], [-24.93090, -32.39200, -23.71427], [-25.76946, -31.76216, -22.89989], [-23.96233, -33.06628, -23.07619], [-25.51669, -33.26563, -24.51685], [-24.22662, -31.19960, -25.02135], [-23.54331, -31.95155, -26.07823], [-25.37655, -30.41039, -25.56312], [-23.24960, -30.28621, -24.31816], [-19.56342, -33.27312, -24.47446], [-18.36762, -33.02717, -23.92405], [-19.57535, -34.44033, -25.03645], [-20.49275, -33.24917, -23.57178], [-19.87474, -31.82897, -25.85934], [-18.62538, -31.68700, -26.65826], [-20.98560, -32.32561, -26.68712], [-20.09772, -30.58102, -25.12210], [-22.65714, -28.71952, -27.55137], [-23.48243, -29.45549, -28.15906], [-21.70433, -29.40820, -27.28111], [-23.15916, -28.24855, -26.51903]]}

---

Record 6
{"formula": "C3H10B2FO4PS", "method": "ωB97M-V/def2-TZVPD", "e_lumo_ev": -1.28, "homo_energy_ev": -8.94, "max_force_ev_per_a": 2.36, "multiplicity": 1, "symbols": ["C", "O", "B", "O", "B", "C", "C", "F", "P", "O", "O", "S", "H", "H", "H", "H", "H", "H", "H", "H", "H", "H"], "positions_angstrom": [[-2.80452, 1.42266, 1.69785], [-1.39075, 1.29292, 1.52309], [-1.05331, 0.96143, 0.18871], [-1.82669, 1.46819, -0.87797], [0.31082, -0.00343, 0.02355], [0.13214, -1.60571, 0.06605], [0.64026, -2.35423, -1.19513], [0.79858, -2.05012, 1.22699], [1.98543, 0.91255, -0.16198], [2.32455, 1.34848, -1.74041], [3.23240, -0.13806, 0.29901], [1.99424, 2.46567, 0.99305], [-2.99735, 1.67735, 2.76044], [-3.24414, 2.24627, 1.10057], [-3.34635, 0.47046, 1.51128], [-2.15031, 0.77616, -1.45582], [-0.93628, -1.86304, 0.21040], [0.88623, -3.39703, -0.90252], [1.50259, -1.88207, -1.69917], [-0.18021, -2.44878, -1.93696], [3.21591, 1.71799, -1.69513], [2.90675, -1.01767, 0.06412]]}